Below is an isolated ion of composition C4H8O2 and charge -1 at a distorted geometry, with properties calculated with ωB97M-V/def2-TZVPD.

Cartesian coordinates (Å):
C  -1.240  -1.606  0.490
O  -2.592  -1.685  0.491
C  -0.548  -0.104  0.760
C  0.780  0.034  -0.002
C  1.166  1.588  -0.670
O  2.444  1.826  -1.110
H  -0.782  -2.089  -0.618
H  -0.706  -2.281  1.303
H  -1.285  0.416  0.264
H  -0.371  -0.056  1.897
H  0.513  -0.452  -0.971
H  1.664  -0.091  0.663
H  0.328  1.740  -1.400
H  0.878  2.216  0.347

As for the HOMO energy (spin up / spin down): -2.95 / -2.83 eV. As for the multiplicity: 2. Its net charge is -1. Its gap between HOMO and LUMO (spin up / spin down) is 6.86 / 4.33 eV. The expectation value of S² is 0.7615. The LUMO energy (spin up / spin down) comes out at 3.91 / 1.51 eV. For the total energy, the calculation gives -8368.20997 eV. For the largest force on an atom, the calculation gives 3.56 eV/Å. As for the molar mass: 88.11 g mol⁻¹.